Entry 1:
Here is a 6-piece molecular cluster, C15H44N8O8 overall from the Open Molecules 2025 dataset. Energies are from ωB97M-V/def2-TZVPD.

Last column: Löwdin charge in e.
CARTESIAN COORDINATES (ANGSTROEM)
C1 -7.03 18.21 26.08  -0.65
O1 -7.33 19.12 25.29  -0.01
N1 -6.57 17.01 25.64  0.17
N2 -7.14 18.34 27.44  0.16
H1 -6.42 16.86 24.66  0.09
H2 -6.30 16.27 26.26  0.09
H3 -7.33 19.22 27.86  0.10
H4 -6.87 17.59 28.04  0.09
C2 -4.99 21.32 23.45  -0.65
O2 -4.17 21.95 22.77  -0.01
N3 -6.16 21.87 23.89  0.15
N4 -4.82 20.00 23.78  0.16
H5 -6.41 22.81 23.65  0.09
H6 -6.82 21.39 24.49  0.07
H7 -5.46 19.64 24.48  0.06
H8 -3.91 19.57 23.62  0.04
C3 -4.55 15.64 22.56  -0.61
O3 -3.52 15.32 23.17  -0.02
N5 -5.42 14.74 22.03  0.19
N6 -4.92 16.96 22.47  0.19
H9 -5.10 13.80 21.92  0.10
H10 -6.31 15.05 21.68  0.07
H11 -4.34 17.66 22.88  0.05
H12 -5.63 17.20 21.79  0.08
C4 -3.15 16.20 28.13  -0.11
O4 -2.66 17.29 27.37  -0.19
C5 -3.00 17.20 25.99  -0.21
C6 -1.97 17.99 25.20  -0.19
N7 -2.45 18.22 23.83  -0.09
C7 -1.50 19.14 23.14  -0.18
C8 -1.97 19.49 21.73  -0.24
O5 -1.70 18.39 20.88  -0.19
C9 -2.04 18.67 19.55  -0.12
H13 -2.58 15.30 27.89  0.09
H14 -4.20 15.99 27.90  0.07
H15 -3.05 16.46 29.18  0.09
H16 -3.98 17.69 25.93  0.11
H17 -3.01 16.17 25.61  0.11
H18 -1.03 17.41 25.20  0.13
H19 -1.77 18.92 25.72  0.13
H20 -2.36 17.34 23.31  0.09
H21 -0.50 18.71 23.01  0.13
H22 -1.49 20.10 23.66  0.12
H23 -1.34 20.34 21.43  0.13
H24 -3.00 19.85 21.70  0.10
H25 -1.51 19.56 19.17  0.09
H26 -3.10 18.95 19.47  0.08
H27 -1.78 17.82 18.94  0.08
C10 -3.76 11.50 20.41  -0.11
O6 -4.38 12.68 19.97  -0.21
C11 -4.13 12.99 18.62  -0.22
C12 -4.40 14.46 18.39  -0.22
N8 -5.71 14.84 18.88  -0.06
C13 -5.95 16.26 18.90  -0.22
C14 -7.35 16.59 19.35  -0.22
O7 -7.51 16.33 20.73  -0.25
C15 -8.84 16.50 21.19  -0.08
H28 -2.67 11.54 20.34  0.09
H29 -4.11 10.60 19.89  0.09
H30 -4.08 11.32 21.43  0.09
H31 -4.80 12.41 17.96  0.13
H32 -3.10 12.77 18.31  0.12
H33 -4.36 14.70 17.32  0.12
H34 -3.58 15.02 18.87  0.12
H35 -5.87 14.34 19.75  0.08
H36 -5.87 16.63 17.88  0.13
H37 -5.18 16.80 19.47  0.11
H38 -8.07 16.00 18.78  0.13
H39 -7.52 17.65 19.16  0.13
H40 -9.10 17.56 21.18  0.10
H41 -8.89 16.13 22.21  0.09
H42 -9.55 15.87 20.63  0.09
O8 -3.38 13.10 24.92  -0.09
H43 -2.45 12.86 24.94  0.03
H44 -3.43 13.88 24.34  -0.02

**Largest force on an atom**: 1.415 eV/Å
**2S+1**: 1
**HOMO**: -8.88 eV
**HOMO-LUMO gap**: 9.4356 eV

---

Entry 2:
Here is a 5-piece molecular cluster, C15H45O20P5 overall from the Open Molecules 2025 dataset. Energies are from ωB97M-V/def2-TZVPD.

Last column: Löwdin charge in e.
CARTESIAN COORDINATES (ANGSTROEM)
C1 62.16 -11.05 11.70  -0.06
O1 61.64 -10.22 12.75  -0.25
P1 62.26 -8.79 13.09  0.45
O2 62.29 -7.85 11.96  -0.23
O3 61.48 -8.17 14.43  -0.21
C2 60.77 -8.97 15.36  -0.11
O4 63.73 -9.07 13.67  -0.22
C3 64.59 -8.04 14.09  -0.13
H1 61.44 -11.85 11.46  0.10
H2 63.14 -11.38 12.06  0.10
H3 62.28 -10.41 10.91  0.05
H4 61.32 -9.74 15.67  0.00
H5 60.06 -9.64 14.88  0.07
H6 60.57 -8.23 16.21  0.14
H7 65.61 -7.99 13.53  0.12
H8 64.97 -8.20 15.08  0.05
H9 64.17 -7.00 14.14  0.10
C4 54.38 -13.05 12.65  -0.10
O5 54.26 -12.60 14.00  -0.20
P2 55.47 -11.71 14.66  0.41
O6 55.71 -10.44 13.96  -0.24
O7 55.03 -11.52 16.18  -0.23
C5 54.07 -10.49 16.46  -0.07
O8 56.82 -12.60 14.62  -0.22
C6 57.91 -12.20 15.53  -0.05
H10 53.37 -13.43 12.36  0.11
H11 55.00 -13.73 12.42  0.00
H12 54.67 -12.37 11.84  0.10
H13 54.21 -9.75 15.87  -0.01
H14 54.03 -10.32 17.57  0.12
H15 53.09 -10.89 15.89  0.14
H16 58.31 -11.16 15.46  0.10
H17 58.59 -12.80 15.17  0.02
H18 57.48 -12.37 16.58  0.12
C7 66.08 -11.68 16.31  -0.05
O9 65.38 -12.45 17.34  -0.20
P3 63.82 -12.61 17.38  0.38
O10 63.26 -13.96 17.43  -0.23
O11 63.45 -11.91 18.71  -0.18
C8 63.57 -12.67 19.86  -0.15
O12 63.05 -11.78 16.21  -0.21
C9 61.93 -12.24 15.47  -0.10
H19 66.04 -12.31 15.34  0.09
H20 67.01 -11.35 16.62  0.05
H21 65.56 -10.64 16.37  0.11
H22 63.09 -13.64 19.97  0.06
H23 63.16 -12.21 20.91  0.14
H24 64.62 -12.72 20.11  0.08
H25 61.69 -11.88 14.34  0.14
H26 61.26 -12.17 16.28  0.05
H27 61.98 -13.28 15.36  0.04
C10 62.66 -14.76 12.34  -0.02
O13 64.15 -14.68 12.15  -0.20
P4 65.09 -14.69 13.41  0.47
O14 64.53 -13.71 14.35  -0.24
O15 65.11 -16.14 14.20  -0.24
C11 64.64 -16.34 15.51  -0.09
O16 66.60 -14.32 12.95  -0.19
C12 67.67 -14.35 13.81  -0.13
H28 62.36 -15.59 12.92  0.06
H29 62.16 -14.78 11.31  0.12
H30 62.26 -13.90 12.84  0.05
H31 65.13 -17.28 15.87  0.12
H32 63.55 -16.13 15.67  0.10
H33 65.10 -15.59 15.91  0.00
H34 68.54 -14.49 13.24  0.07
H35 67.62 -15.38 14.04  0.08
H36 67.88 -13.68 14.68  0.11
C13 60.50 -16.21 15.43  -0.07
O17 61.23 -16.13 16.61  -0.17
P5 60.62 -15.32 17.86  0.53
O18 59.23 -15.81 18.03  -0.25
O19 61.29 -15.54 19.32  -0.21
C14 62.26 -16.58 19.36  -0.12
O20 60.54 -13.68 17.59  -0.26
C15 60.09 -12.83 18.52  -0.18
H37 60.28 -15.48 14.97  -0.01
H38 59.67 -16.60 15.56  0.03
H39 61.14 -16.65 14.70  0.11
H40 62.47 -16.88 20.38  0.08
H41 63.25 -16.15 19.07  0.09
H42 61.99 -17.47 18.77  0.10
H43 60.45 -12.83 19.51  0.08
H44 59.14 -13.24 18.75  0.08
H45 59.85 -11.86 18.11  0.10

**Largest force on an atom**: 12.655 eV/Å
**2S+1**: 1
**HOMO**: -9.73 eV
**HOMO-LUMO gap**: 10.0598 eV

---

Entry 3:
Here is a 9-piece molecular cluster, C15H50N16O9 overall from the Open Molecules 2025 dataset. Energies are from ωB97M-V/def2-TZVPD.

Last column: Löwdin charge in e.
CARTESIAN COORDINATES (ANGSTROEM)
C1 -2.13 0.78 -1.95  -0.04
C2 -1.14 0.23 -0.88  -0.40
C3 0.22 -0.25 -1.43  -0.16
O1 0.23 -1.41 -2.32  -0.20
C4 0.35 -2.62 -1.58  -0.11
N1 -0.84 1.28 0.10  0.04
H1 -2.27 -0.01 -2.68  0.08
H2 -1.71 1.71 -2.34  0.05
H3 -2.98 1.03 -1.31  0.06
H4 -1.68 -0.57 -0.38  0.12
H5 0.91 -0.38 -0.59  0.11
H6 0.71 0.62 -1.87  0.10
H7 1.14 -2.53 -0.83  0.08
H8 0.66 -3.36 -2.31  0.08
H9 -0.49 -3.14 -1.12  0.09
H10 -1.69 1.39 0.64  0.07
H11 -0.25 0.89 0.82  0.02
C5 -5.15 1.83 1.77  -0.06
C6 -4.77 1.49 3.19  -0.49
C7 -3.27 1.43 3.46  -0.20
O2 -2.80 1.28 4.79  -0.25
C8 -3.11 0.13 5.54  -0.10
N2 -5.52 2.41 4.00  0.04
H12 -6.20 1.89 1.51  0.09
H13 -4.51 1.18 1.17  0.07
H14 -4.71 2.79 1.52  0.08
H15 -5.18 0.54 3.51  0.13
H16 -2.72 2.27 3.04  0.13
H17 -2.88 0.56 2.92  0.11
H18 -2.48 -0.69 5.20  0.08
H19 -4.17 -0.13 5.44  0.08
H20 -2.87 0.30 6.59  0.09
H21 -4.91 3.22 3.97  0.08
H22 -5.36 1.97 4.90  0.06
C9 -0.54 -3.08 2.35  -0.79
O3 -0.47 -4.10 1.66  0.00
N3 0.44 -2.50 2.99  0.17
N4 -1.61 -2.36 2.28  0.16
H23 1.30 -3.01 3.15  0.11
H24 0.46 -1.51 3.19  0.06
H25 -2.44 -2.74 1.84  0.12
H26 -1.74 -1.70 3.04  0.08
C10 0.72 4.78 -0.72  -0.80
O4 1.02 5.82 -1.28  0.00
N5 0.35 3.66 -1.30  0.16
N6 0.46 4.70 0.56  0.14
H27 -0.14 2.97 -0.75  0.04
H28 0.56 3.49 -2.27  0.08
H29 0.20 3.81 0.95  0.07
H30 0.90 5.34 1.20  0.09
C11 3.73 0.14 0.14  -0.81
O5 3.66 -1.06 -0.09  0.00
N7 4.09 0.78 1.20  0.16
N8 3.47 0.94 -0.81  0.19
H31 4.03 1.79 1.15  0.07
H32 4.40 0.32 2.05  0.09
H33 3.35 0.39 -1.65  0.09
H34 3.36 1.95 -0.81  0.12
C12 0.56 1.40 3.11  -0.86
O6 0.16 0.37 2.49  -0.11
N9 1.65 2.00 2.84  0.17
N10 -0.20 1.98 4.00  0.17
H35 2.39 1.79 2.18  0.06
H36 1.87 2.73 3.49  -0.02
H37 0.33 2.47 4.71  0.02
H38 -1.05 1.47 4.22  0.06
C13 3.67 -1.63 -3.72  -0.78
O7 4.11 -1.86 -4.84  0.01
N11 2.69 -0.83 -3.48  0.18
N12 3.92 -2.36 -2.67  0.17
H39 2.32 -0.51 -4.37  0.10
H40 2.07 -1.20 -2.78  0.07
H41 3.70 -2.08 -1.72  0.07
H42 4.39 -3.21 -2.94  0.11
C14 2.22 -6.20 -1.94  -0.87
O8 1.63 -7.15 -1.48  0.04
N13 2.51 -6.10 -3.15  0.17
N14 2.62 -5.20 -1.25  0.20
H43 2.06 -6.74 -3.79  0.13
H44 3.13 -5.36 -3.43  0.11
H45 2.46 -4.92 -0.30  0.14
H46 3.18 -4.64 -1.88  0.07
C15 0.18 1.55 -5.05  -0.75
O9 0.81 2.17 -4.19  0.02
N15 -1.13 1.59 -5.29  0.17
N16 0.79 0.92 -5.97  0.16
H47 -1.60 2.23 -4.66  0.11
H48 -1.61 1.10 -6.03  0.11
H49 1.80 0.96 -5.99  0.13
H50 0.35 0.30 -6.63  0.12

**Net charge**: -1
**Largest force on an atom**: 7.705 eV/Å
**2S+1**: 2
**<S²>**: 0.75
**HOMO (alpha / beta)**: -0.31 / -6.87 eV
**HOMO-LUMO gap (alpha / beta)**: 2.3672 / 8.9218 eV

---

Entry 4:
Here is a 10-piece molecular cluster, C15H50N6O10 overall from the Open Molecules 2025 dataset. Energies are from ωB97M-V/def2-TZVPD.

Last column: Löwdin charge in e.
CARTESIAN COORDINATES (ANGSTROEM)
C1 -0.68 -2.56 -2.28  -0.08
C2 -1.85 -3.19 -3.04  -0.32
O1 -1.99 -4.57 -2.83  -0.07
H1 0.26 -3.07 -2.55  0.08
H2 -0.80 -2.79 -1.29  0.01
H3 -0.71 -1.44 -2.38  0.08
H4 -1.67 -2.93 -4.07  0.11
H5 -2.74 -2.64 -2.73  0.10
H6 -1.75 -4.77 -1.93  0.01
C3 3.53 -2.20 -2.92  -0.07
C4 3.84 -2.38 -1.46  -0.33
O2 5.21 -2.31 -1.19  -0.05
H7 4.24 -1.59 -3.47  0.08
H8 2.56 -1.81 -3.08  0.06
H9 3.57 -3.13 -3.37  0.05
H10 3.29 -3.26 -1.15  0.10
H11 3.41 -1.60 -0.74  0.10
H12 5.64 -3.11 -1.40  0.07
C5 -2.45 -0.92 1.86  -0.08
C6 -3.46 -1.90 2.55  -0.28
O3 -4.66 -1.63 1.89  -0.07
H13 -2.30 -1.14 0.79  0.06
H14 -1.49 -0.87 2.31  0.04
H15 -2.65 0.14 1.83  0.06
H16 -3.53 -1.75 3.63  0.11
H17 -3.15 -2.95 2.32  0.10
H18 -4.94 -2.42 1.47  0.06
C7 0.86 -1.17 0.80  -0.08
C8 1.55 0.05 0.30  -0.26
O4 0.73 1.27 0.41  -0.14
H19 -0.13 -1.19 0.32  0.05
H20 0.72 -1.21 1.87  0.08
H21 1.41 -2.09 0.50  0.08
H22 1.84 -0.05 -0.81  0.13
H23 2.38 0.18 0.93  0.08
H24 1.20 2.04 0.04  0.05
C9 -0.35 -4.79 1.33  -0.07
C10 -1.01 -5.97 0.67  -0.35
O5 -1.79 -5.51 -0.35  -0.10
H25 -1.20 -4.12 1.64  0.07
H26 0.35 -4.08 0.69  0.10
H27 0.17 -5.13 2.21  0.06
H28 -1.59 -6.54 1.43  0.13
H29 -0.28 -6.58 0.20  0.10
H30 -2.52 -6.13 -0.60  0.14
C11 -2.85 4.02 0.18  -0.60
O6 -4.10 3.39 -0.02  -0.16
N1 -2.67 5.18 0.73  0.17
N2 -1.71 3.45 -0.12  0.16
H31 -3.50 5.56 1.23  0.15
H32 -1.81 5.51 0.92  0.03
H33 -1.80 2.46 -0.51  0.04
H34 -0.76 3.73 0.16  0.07
C12 1.65 4.72 0.72  -0.53
O7 2.38 4.88 1.93  -0.13
N3 0.54 5.44 0.50  0.12
N4 1.89 3.85 -0.24  0.15
H35 0.19 6.00 1.24  0.09
H36 0.03 5.72 -0.36  0.14
H37 2.75 3.27 -0.26  0.06
H38 1.41 4.06 -1.12  0.14
C13 -1.28 1.13 -2.37  -0.64
O8 0.04 0.96 -2.81  -0.15
N5 -1.56 1.04 -1.10  0.09
N6 -2.26 1.58 -3.13  0.16
H39 -0.64 0.78 -0.50  0.14
H40 -2.53 0.82 -0.80  0.15
H41 -1.97 1.77 -4.12  0.15
H42 -3.25 1.66 -2.71  0.17
C14 -0.29 3.49 3.55  -0.15
O9 -0.61 2.29 2.86  -0.15
H43 0.75 3.43 3.64  0.05
H44 -0.76 3.45 4.56  0.09
H45 -0.66 4.37 3.06  0.05
H46 -0.02 2.19 2.08  0.04
C15 4.37 2.42 1.05  -0.12
O10 4.10 2.45 -0.39  -0.13
H47 3.57 2.47 1.80  0.08
H48 5.11 3.18 1.35  0.10
H49 4.62 1.43 1.38  0.07
H50 4.57 1.68 -0.76  0.11

**Largest force on an atom**: 7.874 eV/Å
**2S+1**: 1
**HOMO**: -9.03 eV
**HOMO-LUMO gap**: 9.3936 eV

---

Entry 5:
Here is a 11-piece molecular cluster, C15H52N10O11 overall from the Open Molecules 2025 dataset. Energies are from ωB97M-V/def2-TZVPD.

Last column: Löwdin charge in e.
CARTESIAN COORDINATES (ANGSTROEM)
C1 -0.79 2.41 -5.86  -0.19
O1 -0.04 1.32 -6.31  -0.12
H1 -0.19 3.30 -5.71  0.07
H2 -1.53 2.66 -6.63  0.08
H3 -1.26 2.18 -4.91  0.07
H4 0.68 1.13 -5.70  0.07
C2 -3.57 -6.36 4.50  -0.19
O2 -3.36 -5.16 3.79  -0.10
H5 -3.79 -7.24 3.90  0.07
H6 -2.77 -6.64 5.19  0.07
H7 -4.41 -6.40 5.20  0.07
H8 -2.62 -5.21 3.18  0.08
C3 -0.70 -5.86 -1.36  -0.79
O3 -1.19 -5.41 -0.30  0.00
N1 0.08 -5.22 -2.14  0.16
N2 -0.76 -7.09 -1.76  0.16
H9 0.40 -4.40 -1.66  0.12
H10 0.61 -5.68 -2.87  0.12
H11 -1.17 -7.82 -1.20  0.13
H12 -0.06 -7.28 -2.47  0.11
C4 5.54 1.34 0.49  -0.76
O4 4.75 1.71 -0.33  0.05
N3 6.60 1.97 0.90  0.15
N4 5.33 0.31 1.36  0.14
H13 6.70 2.93 0.58  0.12
H14 7.05 1.74 1.78  0.11
H15 4.62 -0.36 1.09  0.11
H16 6.13 0.09 1.93  0.09
C5 2.24 4.66 5.29  -0.79
O5 2.47 5.75 4.78  0.01
N5 1.91 4.53 6.55  0.15
N6 2.23 3.52 4.69  0.16
H17 1.97 5.30 7.21  0.12
H18 1.76 3.61 6.93  0.10
H19 1.91 2.66 5.10  0.11
H20 2.75 3.43 3.83  0.12
C6 -3.35 5.86 -3.73  -0.92
O6 -4.43 6.10 -4.09  0.10
N7 -3.05 5.22 -2.68  0.17
N8 -2.38 6.56 -4.15  0.16
H21 -3.92 4.80 -2.37  0.13
H22 -2.20 5.29 -2.15  0.12
H23 -1.52 6.44 -3.63  0.11
H24 -2.62 7.25 -4.85  0.13
C7 -5.64 -1.22 -1.99  -0.80
O7 -6.74 -1.27 -1.47  0.03
N9 -4.84 -0.20 -1.88  0.15
N10 -5.06 -2.20 -2.60  0.17
H25 -5.16 0.68 -1.50  0.12
H26 -3.92 -0.12 -2.30  0.10
H27 -4.08 -2.02 -2.77  0.11
H28 -5.49 -3.11 -2.54  0.13
C8 -3.45 2.64 3.23  -0.12
C9 -4.49 1.63 3.05  -0.36
O8 -5.55 2.25 2.33  -0.07
H29 -2.48 2.26 3.54  0.08
H30 -3.85 3.44 3.85  0.08
H31 -3.19 3.15 2.31  0.08
H32 -4.85 1.24 4.00  0.11
H33 -4.03 0.79 2.54  0.11
H34 -6.26 1.61 2.28  0.08
C10 2.53 -3.44 4.86  -0.09
C11 2.49 -4.95 4.58  -0.35
O9 1.93 -5.12 3.32  -0.06
H35 2.95 -3.17 5.83  0.07
H36 1.53 -3.00 4.78  0.07
H37 3.18 -2.92 4.16  0.06
H38 1.83 -5.31 5.37  0.10
H39 3.46 -5.39 4.80  0.11
H40 1.87 -6.06 3.12  0.09
C12 -0.19 -0.39 -0.40  -0.08
C13 0.32 -0.94 0.95  -0.36
O10 1.29 -1.88 0.71  -0.06
H41 -0.62 0.60 -0.33  0.07
H42 -0.84 -1.11 -0.90  0.06
H43 0.58 -0.23 -1.15  0.07
H44 -0.61 -1.30 1.38  0.11
H45 0.59 -0.19 1.69  0.10
H46 1.31 -2.61 1.34  0.08
C14 4.54 2.63 -7.16  -0.06
C15 4.87 1.97 -5.75  -0.34
O11 3.75 1.43 -5.17  -0.08
H47 5.52 2.83 -7.59  0.06
H48 4.03 3.58 -7.02  0.07
H49 4.05 1.88 -7.78  0.07
H50 5.23 2.77 -5.10  0.10
H51 5.58 1.14 -5.74  0.11
H52 3.84 1.73 -4.27  0.08

**Largest force on an atom**: 7.572 eV/Å
**2S+1**: 1
**HOMO**: -9.49 eV
**HOMO-LUMO gap**: 9.4765 eV

---

Energy relative to the best compared isomer or geometry (same formula, charge and spin), respectively: 0.0; 1148.3; 77.4; 781.7; 0.0 kJ/mol.